# 1
Density functional theory data (the ωB97M-V functional and the def2-TZVPD basis) for a molecular structure, C28H32Cl5IrNOPSbSe2 in a non-equilibrium geometry.

Summary:
Lowest unoccupied orbital energy (alpha / beta), eV: -7.5522 / -7.8478
Net charge: +2
Gap between HOMO and LUMO (alpha / beta), Ha: 0.20946 / 0.19864
2S+1: 2
Relative energy (zero: lowest compared OMol25 entry of this formula, charge and spin), kJ/mol: 51.5
E, a.u.: -9005.3297

Atoms and positions in Å:
Ir (-0.43094, 2.69069, -0.32262)
Sb (-0.37204, -1.56213, -0.92913)
Se (1.89423, 1.60754, -0.38478)
Se (-0.60782, 1.59349, 1.93577)
Cl (-1.91870, 1.81623, -5.72281)
Cl (-5.04028, 1.88786, -5.90743)
Cl (-6.72041, 1.97289, -3.28429)
Cl (-5.28411, 2.08121, -0.50396)
Cl (-0.55917, 2.02851, -2.89624)
P (1.58670, 1.53077, 1.77421)
O (-2.38248, 2.13199, -0.69342)
N (-0.32739, 5.75991, -0.46084)
C (3.64038, 4.96198, 2.51798)
C (-3.01618, -3.01159, -1.64525)
C (3.03650, -0.82528, 1.73088)
C (-0.33642, 4.61656, -0.39245)
C (0.25948, -2.97714, -3.61646)
C (-0.10198, -3.07370, 1.70749)
C (2.27624, 2.98866, 2.56622)
C (-2.88148, 1.93943, -4.30867)
C (3.21559, -2.31530, 3.61008)
C (-2.28396, 2.02517, -3.06096)
C (1.89806, 3.27240, 3.88075)
C (-0.10857, -4.60279, -0.32549)
C (-4.26603, 1.94111, -4.38665)
C (0.60567, -1.67350, -2.90694)
C (2.40504, 4.39705, 4.50855)
C (-5.01474, 1.98843, -3.20069)
C (1.94032, -0.28694, 3.82353)
C (2.43281, -1.45805, 4.37523)
C (-4.38516, 2.04322, -1.96277)
C (3.26863, 5.24453, 3.82447)
C (-3.21019, -1.22405, 0.15520)
C (3.51928, -1.99874, 2.29289)
C (2.24456, 0.02791, 2.49777)
C (-2.56628, -1.63830, -1.16208)
C (2.10588, -1.50355, -2.69942)
C (0.34622, -3.27511, 0.26449)
C (3.14951, 3.83047, 1.88180)
C (-2.98915, 2.08211, -1.86509)
H (0.12969, -4.71036, -1.38179)
H (2.51472, -2.29917, -2.07167)
H (4.14568, -2.65847, 1.70556)
H (1.32610, 0.37310, 4.42521)
H (1.20319, 2.62879, 4.40664)
H (1.42961, -3.16914, 0.18535)
H (3.45254, 3.60442, 0.86875)
H (-2.89600, -0.22734, 0.46971)
H (2.21097, -1.69834, 5.40679)
H (-4.29675, -1.20181, 0.02873)
H (0.20066, -2.10197, 2.10284)
H (-1.17631, -4.76514, -0.18809)
H (0.74980, -3.83234, -3.15333)
H (-2.98802, -1.93586, 0.95259)
H (4.32034, 5.61864, 1.99218)
H (-2.92712, -3.76245, -0.86104)
H (-2.74118, -0.88157, -1.93095)
H (-1.18424, -3.17239, 1.80574)
H (3.59637, -3.22879, 4.04725)
H (3.29581, -0.56530, 0.71060)
H (-4.07471, -2.94748, -1.91575)
H (0.35338, -3.84437, 2.33558)
H (2.61575, -1.55608, -3.66550)
H (-0.33515, 6.76319, -0.49754)
H (2.35047, -0.54064, -2.25319)
H (-0.81104, -3.16559, -3.67180)
H (2.12454, 4.61051, 5.53160)
H (0.18594, -0.82027, -3.44087)
H (0.62102, -2.91430, -4.64721)
H (-2.47960, -3.35730, -2.52665)
H (3.65113, 6.13003, 4.31500)
H (0.41076, -5.40614, 0.20643)

Cartesian forces (eV/Å) of the 6 atoms listed first:
Ir -0.656 -1.644 -1.493
Sb -0.113 -0.554 -0.391
Se -0.504 0.836 0.270
Se -0.033 1.009 -0.845
Cl 0.060 0.034 0.065
Cl -0.013 -0.032 0.003

# 2
Density functional theory data (the ωB97M-V functional and the def2-TZVPD basis) for C6H8N2 in the gas phase in a non-equilibrium geometry.

Summary:
Lowest unoccupied orbital energy, eV: 0.2305
Net charge: 0
Gap between HOMO and LUMO, Ha: 0.29453
2S+1: 1
Relative energy (zero: lowest compared OMol25 entry of this formula, charge and spin), kJ/mol: 86.1
E, a.u.: -342.9011

Atoms and positions in Å:
N (-2.77795, 0.06234, -0.90160)
N (-0.87104, 0.25463, 0.50049)
C (-0.49910, -0.36256, -1.63461)
C (0.46258, 0.03232, 0.35559)
C (2.74449, 0.04152, 1.42086)
C (-1.53516, 0.02499, -0.68516)
C (1.30461, 0.27158, 1.39736)
C (0.70763, -0.41260, -1.00093)
H (3.18824, 0.85921, 2.05035)
H (3.19358, 0.10380, 0.44191)
H (3.01750, -0.92951, 1.84410)
H (-3.33687, 0.27851, -0.09775)
H (1.59709, -0.82723, -1.49968)
H (0.91322, 0.75905, 2.28931)
H (-0.81910, -0.52785, -2.68891)
H (-1.32106, 0.49375, 1.34981)

Cartesian forces (eV/Å) of the 6 atoms listed first:
N -0.505 -0.210 -1.181
N -0.987 0.069 -1.060
C 0.486 -0.059 -0.926
C 2.468 0.279 2.597
C 1.241 0.730 0.692
C -0.235 0.105 0.792

# 3
Density functional theory data (the ωB97M-V functional and the def2-TZVPD basis) for 2 unconnected molecules or ions with the total composition C2H2N2O3 in a non-equilibrium geometry.

Summary:
Lowest unoccupied orbital energy, eV: 7.0231
Net charge: -2
Gap between HOMO and LUMO, Ha: 0.23815
2S+1: 1
Relative energy (zero: lowest compared OMol25 entry of this formula, charge and spin), kJ/mol: 243.6
E, a.u.: -412.4540

Atoms and positions in Å:
O (-3.59178, -0.98030, -2.56016)
O (1.47569, 1.74938, 1.69683)
O (1.39112, -0.20736, 2.71144)
N (-1.58672, -0.59382, -1.57892)
N (-2.32521, -0.60256, -2.54267)
C (1.88857, 0.68110, 2.07704)
C (-0.43569, -0.64737, -1.12129)
H (0.05601, 0.25919, -0.51222)
H (3.12802, 0.34173, 1.82996)

Cartesian forces (eV/Å) of the 6 atoms listed first:
O 0.716 -0.025 1.082
O -0.278 2.202 -0.966
O -1.527 -2.330 1.833
N 0.083 0.611 0.718
N -1.350 0.262 -2.483
C 3.629 -0.850 -0.633

# 4
Density functional theory data (the ωB97M-V functional and the def2-TZVPD basis) for C4H7N5 in the gas phase in a non-equilibrium geometry.

Summary:
Lowest unoccupied orbital energy, eV: 0.4919
Net charge: 0
Gap between HOMO and LUMO, Ha: 0.34384
2S+1: 1
Relative energy (zero: lowest compared OMol25 entry of this formula, charge and spin), kJ/mol: 552.3
E, a.u.: -430.2520

Atoms and positions in Å:
N (-3.07236, -0.29658, 0.28775)
N (-2.45743, -1.32770, 0.00101)
N (3.38119, -0.84831, 0.36706)
N (0.28802, 0.89211, -0.28640)
N (1.60047, 0.46342, -0.41599)
C (2.27137, -0.23919, 0.59016)
C (-2.04822, 0.82051, 0.33960)
C (-1.08023, -1.21199, -0.28336)
C (-0.80586, 0.13175, -0.15944)
H (0.09876, 1.86890, -0.18095)
H (1.76608, -0.16780, -1.33188)
H (-0.63222, -2.08634, -0.91393)
H (1.66327, -0.37871, 1.56153)
H (3.65425, -0.61670, -0.66015)
H (-2.26892, 1.27673, 1.37501)
H (-2.35816, 1.71990, -0.29001)

Cartesian forces (eV/Å) of the 6 atoms listed first:
N 0.975 1.223 0.070
N -0.837 -1.872 -0.297
N -0.889 1.406 -1.298
N 0.841 0.142 0.234
N 0.194 -1.802 -3.484
C -0.358 -1.582 1.269

# 5
Density functional theory data (the ωB97M-V functional and the def2-TZVPD basis) for B2H4O in the gas phase in a non-equilibrium geometry.

Summary:
Lowest unoccupied orbital energy, eV: 0.0308
Net charge: 0
Gap between HOMO and LUMO, Ha: 0.40563
2S+1: 1
Relative energy (zero: lowest compared OMol25 entry of this formula, charge and spin), kJ/mol: 43.8
E, a.u.: -127.3309

Atoms and positions in Å:
O (0.05998, 0.35125, -0.70523)
B (-1.18016, 0.28617, -0.02939)
B (1.21907, 0.05935, -0.06579)
H (1.76778, -0.89839, -0.50152)
H (1.48525, 0.57098, 0.97494)
H (-1.19133, -0.42537, 0.95377)
H (-2.16059, 0.05601, -0.62677)

Cartesian forces (eV/Å) of the 6 atoms listed first:
O -2.116 1.158 0.728
B 1.781 -3.319 -0.882
B -0.182 -0.857 0.471
H 0.593 0.187 -0.146
H 0.230 0.238 -0.111
H 0.261 1.226 0.638

# 6
Density functional theory data (the ωB97M-V functional and the def2-TZVPD basis) for a molecular structure, C17H20F5ORu in a non-equilibrium geometry.

Summary:
Lowest unoccupied orbital energy (alpha / beta), eV: 3.4074 / 2.9911
Net charge: -1
Gap between HOMO and LUMO (alpha / beta), Ha: 0.21389 / 0.23484
2S+1: 5
Relative energy (zero: lowest compared OMol25 entry of this formula, charge and spin), kJ/mol: 0.0
E, a.u.: -1329.0127

Atoms and positions in Å:
Ru (0.13442, -0.42000, 0.32244)
F (2.87803, -0.64107, 1.80029)
F (1.24794, -2.99150, 1.19759)
F (1.48388, -0.32617, 3.57465)
F (2.57595, -2.16450, 3.33846)
F (-0.17905, -2.20916, 2.71162)
O (0.76058, 0.80141, 1.66940)
C (-2.05268, 1.14875, 0.85765)
C (1.04886, 4.12316, -0.03313)
C (0.90967, 3.68250, 1.45615)
C (-1.73728, -0.03073, 1.60532)
C (-1.81881, -1.16193, 0.69692)
C (-2.18638, -0.62908, -0.59665)
C (0.47982, -1.43356, -1.53269)
C (2.38722, 3.71792, -0.53580)
C (2.13320, 0.17669, -1.21822)
C (-2.34896, 0.77184, -0.47522)
C (0.79692, 2.16969, 2.12020)
C (1.76890, -1.17125, -0.90031)
C (1.17253, 0.70421, -2.12189)
C (-0.17400, 3.89658, -0.78510)
C (1.94445, -1.20725, 2.63426)
C (0.16241, -0.26089, -2.31665)
C (0.77732, -1.83293, 1.78937)
H (-1.82637, -2.20862, 0.98652)
H (3.08049, 4.54860, -0.76087)
H (-0.70429, -0.15254, -2.96304)
H (0.03308, -2.42079, -1.60854)
H (2.41194, -1.94210, -0.48843)
H (-0.09490, 2.99033, -1.39385)
H (-2.14777, 2.14428, 1.29003)
H (-1.00541, 3.68737, -0.12440)
H (1.25436, 1.65457, -2.64800)
H (-2.68986, 1.45007, -1.25890)
H (1.68990, 2.14576, 2.76201)
H (3.06048, 0.65645, -0.89772)
H (0.07326, 4.27963, 1.88461)
H (-0.08611, 2.25293, 2.77729)
H (2.32146, 3.09091, -1.42381)
H (2.86755, 3.10138, 0.19691)
H (-0.48588, 4.71983, -1.46704)
H (-1.55219, -0.10006, 2.67165)
H (-2.36514, -1.24150, -1.47623)
H (1.76794, 4.17885, 1.98048)

Cartesian forces (eV/Å) of the 6 atoms listed first:
Ru 0.497 -1.800 1.689
F -0.678 -0.582 1.453
F -0.151 0.036 0.774
F 1.008 -1.099 -0.603
F 0.312 -0.120 -0.002
F 0.522 -0.289 -0.171